26
Properties=species:S:1:pos:R:3 method="wB97M-V/def2-TZVPD" largest_force_ev_per_a=2.95 lumo_ev="-5.97 / -7.45" multiplicity=2 relative_energy_ev=0.492 charge=+1 homo_energy_ev="-14.01 / -14.02" orbital_gap_ha="0.295 / 0.241" s_squared=0.76
O 1.453 3.001 0.306
P 1.134 1.528 0.032
B -0.811 1.374 -0.077
C -1.278 -0.039 -0.737
C -0.337 -0.563 -1.833
C 0.273 -1.896 -1.438
C 1.633 -1.719 -0.835
O 2.351 -0.773 -1.003
O 2.056 -2.718 -0.037
C -1.445 1.745 1.385
C -1.485 0.676 2.464
O -2.287 0.661 3.326
Br -0.162 -0.872 2.545
H 1.698 0.791 1.136
H 1.864 1.159 -1.114
H -1.112 2.260 -0.835
H -2.245 0.157 -1.176
H -1.437 -0.830 -0.018
H -0.891 -0.745 -2.738
H 0.433 0.143 -2.102
H 0.360 -2.567 -2.278
H -0.325 -2.421 -0.705
H 1.304 -3.163 0.360
H -2.452 2.095 1.261
H -0.899 2.587 1.794
Cu 2.607 0.128 2.318